[1]
{
  "formula": "C5H25N3O6",
  "method": "ωB97M-V/def2-TZVPD",
  "smiles": "[H]/N=C(\\N)NCCCC.O.O.O.O.O.O",
  "de_lowest_kj_mol": 106.18,
  "orbital_gap_ev": 9.5,
  "e_tot_ev": -22344.71441,
  "elements": ["O", "O", "O", "O", "O", "O", "N", "N", "N", "C", "C", "C", "C", "C", "H", "H", "H", "H", "H", "H", "H", "H", "H", "H", "H", "H", "H", "H", "H", "H", "H", "H", "H", "H", "H", "H", "H", "H", "H"],
  "positions_angstrom": [[-0.519, 3.209, 0.256], [0.619, -3.781, 1.469], [0.746, 3.881, -2.230], [-2.613, -1.659, 0.929], [-1.995, -3.489, -1.212], [-2.715, 0.901, 0.688], [0.089, 0.219, 2.949], [0.997, -0.988, 1.173], [1.993, 1.016, 1.761], [0.573, -0.915, -0.214], [0.556, 0.616, -2.289], [1.454, -0.255, -1.339], [1.271, 0.991, -3.551], [1.046, 0.194, 1.969], [0.065, 3.792, -1.558], [1.600, 2.053, -3.591], [0.123, -2.955, 1.518], [0.145, 1.491, -1.762], [-2.211, 1.656, 0.330], [0.426, 2.980, 0.233], [2.258, 0.579, -3.766], [2.247, 1.694, 2.475], [1.815, -1.568, 1.280], [-0.366, -0.348, -0.338], [-1.298, -3.426, -0.553], [2.259, 0.356, -0.898], [-2.984, -0.815, 1.251], [-0.267, -0.152, -2.323], [-2.545, 0.356, -0.091], [1.428, -3.687, 0.946], [-2.053, -2.056, 1.606], [-0.041, 1.092, 3.430], [-0.515, 3.452, 1.201], [0.900, 3.102, -2.782], [0.557, 0.891, -4.363], [-0.681, -0.421, 2.907], [1.940, -1.027, -1.942], [-2.502, -2.690, -1.006], [0.476, -1.953, -0.542]]
}

=====

[2]
{
  "formula": "C5H26BF4N10O8",
  "method": "ωB97M-V/def2-TZVPD",
  "de_lowest_kj_mol": 0.00,
  "charge": -1,
  "orbital_gap_ev": 9.3,
  "e_tot_ev": -48449.38738,
  "elements": ["F", "F", "F", "F", "O", "O", "O", "O", "O", "O", "O", "O", "N", "N", "N", "N", "N", "N", "N", "N", "N", "N", "C", "C", "C", "C", "C", "B", "H", "H", "H", "H", "H", "H", "H", "H", "H", "H", "H", "H", "H", "H", "H", "H", "H", "H", "H", "H", "H", "H", "H", "H", "H", "H"],
  "positions_angstrom": [[0.856, -0.143, 1.449], [-0.863, -1.514, 2.003], [0.342, -1.974, 0.102], [-1.035, -0.145, 0.201], [-1.703, -2.024, -3.695], [5.201, 2.052, 1.172], [2.882, -2.608, 1.919], [-1.193, 4.587, -0.334], [-1.760, 0.572, 3.752], [-1.498, -3.954, 1.113], [3.124, -1.195, -1.293], [-4.731, 2.364, 2.320], [3.008, -0.001, -3.234], [0.264, -2.597, -4.668], [-0.697, 3.100, 1.333], [3.541, 2.609, 2.578], [-3.836, 1.779, 0.334], [-5.297, 0.364, 1.375], [1.178, -0.173, -1.864], [-0.063, -3.099, -2.475], [-0.749, 2.444, -0.872], [3.334, 0.721, 1.324], [2.470, -0.541, -2.093], [-4.638, 1.555, 1.409], [-0.861, 3.461, 0.030], [4.060, 1.829, 1.563], [-0.596, -2.506, -3.594], [-0.156, -0.958, 0.930], [-1.489, -4.227, 2.033], [-0.987, 3.810, 1.984], [-2.395, -0.001, 4.189], [3.554, 0.092, 0.567], [1.208, -2.935, -4.660], [2.369, 0.747, 1.611], [3.883, 3.547, 2.670], [2.802, -3.040, 1.064], [2.468, 0.027, -4.082], [-0.774, 2.148, 1.650], [-3.265, 2.602, 0.273], [-0.601, 1.517, -0.494], [0.655, 0.353, -2.539], [-5.954, 0.143, 2.097], [-5.321, -0.160, 0.520], [-0.265, -2.843, -1.523], [-1.026, 2.645, -1.812], [3.967, -0.295, -3.337], [2.432, -1.764, 1.800], [-1.466, 0.062, 2.986], [0.736, -0.868, -1.272], [-0.833, -3.247, 1.071], [2.622, 2.433, 2.947], [0.862, -3.479, -2.586], [-3.660, 1.083, -0.369], [-0.106, -2.355, -5.569]]
}

=====

[3]
{
  "formula": "C5H26N2O8",
  "method": "ωB97M-V/def2-TZVPD",
  "smiles": "NCCNCCC=O.O.O.O.O.O.O.O",
  "de_lowest_kj_mol": 280.18,
  "orbital_gap_ev": 9.2,
  "e_tot_ev": -24966.12480,
  "elements": ["O", "O", "O", "O", "O", "O", "O", "O", "N", "N", "C", "C", "C", "C", "C", "H", "H", "H", "H", "H", "H", "H", "H", "H", "H", "H", "H", "H", "H", "H", "H", "H", "H", "H", "H", "H", "H", "H", "H", "H", "H"],
  "positions_angstrom": [[-2.546, -1.863, -3.160], [-2.994, 0.772, 1.404], [1.200, 3.626, -0.235], [2.184, 1.730, 1.583], [1.813, -2.508, 2.045], [0.214, -2.366, -3.517], [3.929, 0.343, -0.336], [-3.624, -0.181, -1.191], [0.369, -0.327, 1.022], [1.731, -0.971, -1.473], [-2.312, 1.475, 2.108], [0.730, 0.130, -1.303], [-0.534, -0.320, 2.152], [-1.053, 0.961, 2.784], [-0.344, -0.162, -0.304], [1.242, 1.085, -1.170], [2.197, -3.257, 1.603], [3.976, -0.622, -0.263], [1.375, -1.929, 1.385], [0.983, 4.219, 0.501], [-1.811, -1.856, -2.543], [3.004, 1.201, 1.542], [3.228, 0.269, -1.015], [2.009, 4.102, -0.477], [-2.614, 2.461, 2.496], [-3.148, -1.168, -2.853], [2.446, 2.278, 0.835], [-0.848, -1.110, -0.513], [-1.355, -1.011, 1.947], [1.614, -1.579, -0.678], [1.088, 0.411, 0.983], [-1.129, 0.566, -0.121], [-0.329, 1.795, 2.747], [1.448, -1.412, -2.345], [-0.313, -3.149, -3.326], [-0.029, -0.927, 2.914], [0.392, 0.297, -2.336], [-0.233, -1.947, -4.260], [-3.707, -0.809, -0.520], [-3.475, 0.629, -0.693], [-1.154, 0.990, 3.870]]
}

=====

[4]
{
  "formula": "C5H26N2O8",
  "method": "ωB97M-V/def2-TZVPD",
  "smiles": "N/C=C/C[C@@H](N)CO.O.O.O.O.O.O.O",
  "de_lowest_kj_mol": 575.00,
  "orbital_gap_ev": 8.1,
  "e_tot_ev": -24963.06916,
  "elements": ["O", "O", "O", "O", "O", "O", "O", "O", "N", "N", "C", "C", "C", "C", "C", "H", "H", "H", "H", "H", "H", "H", "H", "H", "H", "H", "H", "H", "H", "H", "H", "H", "H", "H", "H", "H", "H", "H", "H", "H", "H"],
  "positions_angstrom": [[-0.771, -2.669, -2.162], [2.989, 0.359, -2.271], [3.038, -1.508, -0.285], [0.643, 3.633, -1.821], [-2.263, -2.910, 1.392], [0.845, -1.708, 1.325], [-1.240, -0.808, 3.748], [-2.828, -2.038, -0.963], [1.602, 1.131, 2.727], [-1.037, 0.267, -1.565], [-0.916, 1.887, 0.162], [0.845, 1.953, 1.896], [-0.296, 1.466, 1.436], [-0.223, 1.413, -1.132], [-0.266, 2.580, -2.215], [0.037, -2.694, -1.768], [-2.129, -0.774, 3.650], [-0.833, 2.950, 0.455], [-1.446, -2.930, 1.956], [-1.149, -3.565, -2.186], [-1.442, -0.119, -0.777], [1.366, -2.243, 0.710], [-0.841, 0.397, 1.701], [0.801, 1.049, -0.917], [0.096, 4.068, -1.057], [-0.562, -0.560, -1.939], [-1.938, 1.549, 0.266], [2.029, 1.708, 3.371], [3.118, -0.917, 0.358], [-0.939, -1.519, 3.185], [1.080, 0.329, 3.134], [-1.868, -2.562, 0.632], [0.968, 3.003, 1.828], [-3.463, -2.705, -0.621], [3.433, 1.011, -1.769], [-2.718, -2.203, -1.985], [1.292, -0.798, 1.374], [0.230, 2.319, -3.111], [2.914, 0.313, -3.251], [3.132, -1.059, -1.200], [-1.292, 2.904, -2.311]]
}

=====

[5]
{
  "formula": "C5H26N2O8",
  "method": "ωB97M-V/def2-TZVPD",
  "smiles": "CC(=O)N(C)CCN.O.O.O.O.O.O.O",
  "de_lowest_kj_mol": 203.97,
  "orbital_gap_ev": 10.2,
  "e_tot_ev": -24966.91461,
  "elements": ["O", "O", "O", "O", "O", "O", "O", "O", "N", "N", "C", "C", "C", "C", "C", "H", "H", "H", "H", "H", "H", "H", "H", "H", "H", "H", "H", "H", "H", "H", "H", "H", "H", "H", "H", "H", "H", "H", "H", "H", "H"],
  "positions_angstrom": [[2.803, 2.972, -0.558], [-1.181, 2.850, 2.053], [-1.703, -1.534, 4.001], [0.662, -3.565, -1.104], [0.890, 1.243, 2.831], [2.291, -2.780, 1.786], [-0.118, -1.199, 1.539], [1.355, -1.685, -3.733], [-1.887, 2.102, -2.802], [-0.025, -0.240, -0.500], [-0.703, 0.256, -1.715], [-1.151, 1.698, -1.591], [-2.189, -0.442, 0.648], [1.430, -0.387, -0.513], [-0.716, -0.693, 0.582], [-2.797, -1.348, 0.547], [0.050, -2.835, -1.005], [-1.633, -2.043, 3.186], [0.335, 1.411, 3.595], [1.843, -2.311, -4.284], [-1.278, 2.606, -3.429], [1.834, -0.342, -1.516], [-0.033, 0.271, -2.572], [-1.397, -0.527, -1.982], [-0.251, 2.321, -1.552], [-0.824, -1.222, 4.222], [-1.856, 3.127, 1.423], [1.379, -2.184, -2.900], [-2.613, 2.751, -2.577], [2.665, -2.221, 2.472], [-2.651, 0.132, -0.146], [1.477, -3.561, -0.597], [0.834, 0.455, 2.285], [2.827, 2.643, 0.349], [-2.329, 0.022, 1.627], [1.462, -2.332, 1.549], [1.707, -1.339, -0.067], [-1.725, 1.911, -0.691], [1.825, 0.321, 0.221], [1.887, 3.259, -0.600], [-0.496, 2.439, 1.517]]
}